# 1
A 2-piece molecular cluster, C4H9N2O overall at a distorted geometry. Source: the Open Molecules 2025 dataset; level of theory: wB97M-V/def2-TZVPD.

For the gap between HOMO and LUMO, the calculation gives 0.3653 hartree. The charge is +1. Its calculated total energy is -9314.2096 eV.

Structure (XYZ):
```
16
Properties=species:S:1:pos:R:3:forces:R:3:lowdin_charge:R:1
C 0.728 1.302 -1.029 -3.6 2.2 0.1 -0.022
H 1.030 2.318 -0.801 0.5 -0.2 -0.2 0.161
H -0.021 1.548 -3.008 0.4 -0.2 0.3 0.192
H 0.543 0.177 3.394 0.2 -0.1 0.3 0.021
H 0.099 -1.954 0.943 -0.8 0.2 -0.7 0.106
C -0.645 -0.153 -1.955 -0.6 -2.0 1.5 0.012
N 0.016 1.010 -2.143 0.9 -0.4 -0.9 0.100
C -0.446 -0.573 -0.610 -1.4 2.1 -2.6 -0.220
H -1.266 -0.693 -2.665 0.6 0.4 -0.2 0.150
H 0.256 -2.452 -0.695 -0.5 -0.2 0.2 0.107
C -0.457 -1.930 -0.034 1.5 -0.7 1.1 0.001
N 0.112 0.560 -0.092 2.8 -0.8 1.7 0.127
H -1.361 -2.535 0.053 -0.1 0.6 -0.2 0.099
O 0.225 1.021 3.722 -0.2 0.2 -0.5 -0.051
H 0.194 0.844 0.884 0.3 -0.7 0.1 0.171
H 0.993 1.511 4.035 0.0 -0.1 0.1 0.047
```
Positions in Å, forces in eV/Å.

# 2
One molecule with the formula C24H30N4O3. Source: the Open Molecules 2025 dataset; level of theory: wB97M-V/def2-TZVPD.

As for the SMILES: CCN(CC)CCNC(=O)c1cc(Nc2ccc(OC)c(OC)c2)nc2ccccc12. For the gap between HOMO and LUMO, the calculation gives 0.2799 hartree. Its calculated total energy is -37477.6834 eV.

Structure (XYZ):
```
61
Properties=species:S:1:pos:R:3:forces:R:3:lowdin_charge:R:1
C 0.567 2.128 2.689 0.1 0.0 -0.1 -0.169
C 0.941 -1.558 -0.156 -0.2 -0.3 -0.4 -0.061
C -1.777 -0.979 -5.067 0.1 0.0 0.2 -0.024
O -3.069 2.342 -5.628 0.0 -0.3 0.0 -0.072
C 0.317 -3.889 -0.383 0.4 0.3 0.4 -0.220
H -3.571 4.253 -5.882 0.0 0.0 0.1 0.093
H 2.014 0.044 4.883 0.0 0.0 0.0 0.119
C -3.301 3.605 -5.048 -0.1 0.5 0.1 -0.078
H -0.436 1.693 2.602 0.0 0.1 -0.1 0.112
H -2.405 3.997 -4.561 -0.1 0.0 0.0 0.096
C -0.430 -2.386 -1.951 0.2 -0.5 0.3 -0.296
C 1.699 -4.542 1.955 0.1 0.3 0.1 -0.079
H 3.922 1.729 3.591 0.1 -0.1 -0.1 0.072
C 1.032 -5.536 1.225 -0.1 -0.1 -0.2 -0.080
H -3.223 1.511 -0.849 0.0 0.0 0.0 0.099
H 0.254 -0.339 -1.768 0.0 0.1 0.0 0.117
H 0.539 -1.686 4.098 0.0 -0.1 0.0 0.068
H 2.232 -4.812 2.855 0.0 0.0 0.1 0.102
N 1.161 1.639 3.908 0.0 0.0 0.1 -0.200
O -2.859 2.305 -2.735 0.0 -0.2 -0.5 -0.110
C -2.611 1.293 -4.887 0.0 -0.1 -0.1 -0.204
H -1.513 -1.825 -5.683 0.1 -0.1 -0.1 0.112
H 1.656 3.494 4.651 0.0 0.0 0.1 0.111
H 2.386 1.737 1.528 -0.1 0.1 0.0 0.105
H -1.959 -0.043 -1.844 0.0 0.1 0.1 0.099
H -0.466 -0.319 4.598 -0.1 0.0 0.1 0.078
C 1.656 -0.433 0.522 -0.2 0.3 -0.1 -0.456
H 0.443 3.207 2.805 -0.1 0.0 0.0 0.116
H -0.164 -5.970 -0.499 -0.1 -0.1 -0.1 0.108
H 2.209 -2.478 2.084 0.1 0.0 0.0 0.103
C -2.267 0.173 -5.642 -0.1 0.3 0.3 0.002
H 3.364 3.262 2.903 0.1 0.0 -0.1 0.064
C 1.509 0.228 3.932 -0.2 -0.1 0.0 -0.244
H -0.187 -0.645 2.883 -0.1 0.0 -0.1 0.054
C 0.267 -0.658 3.870 0.3 0.1 0.0 -0.076
H 1.057 -6.557 1.575 0.0 -0.1 0.0 0.102
C -2.629 2.283 -1.350 0.0 0.0 0.2 -0.078
H -1.568 2.138 -1.120 0.0 0.0 0.0 0.087
C 0.241 -1.314 -1.307 0.2 0.0 0.3 0.048
N 0.872 0.660 0.694 -0.2 0.1 0.0 0.072
H -2.942 3.262 -0.989 0.0 -0.1 0.0 0.099
C 2.130 2.514 4.533 0.2 0.1 0.0 -0.251
C -2.483 1.217 -3.488 0.0 0.2 -0.1 -0.180
O 2.816 -0.475 0.881 0.2 -0.2 0.0 0.072
H 2.204 -0.054 3.130 0.1 0.0 0.1 0.093
N -0.373 -3.624 -1.507 -0.3 0.3 -0.5 0.164
H -0.102 0.605 0.438 0.1 -0.2 0.0 0.128
H -2.391 0.245 -6.710 0.0 0.0 -0.1 0.122
H -1.349 -3.082 -3.584 0.0 0.1 0.1 0.149
H 2.312 2.116 5.536 0.0 0.1 0.0 0.111
C 0.996 -2.883 0.359 -0.2 -0.1 -0.3 -0.095
N -1.133 -2.217 -3.110 -0.1 -0.4 -0.3 0.106
H 1.162 2.711 0.683 0.1 0.0 0.0 0.119
H 4.159 3.237 4.474 0.1 0.1 0.0 0.069
C 1.317 1.862 1.357 0.1 0.2 0.2 -0.144
C 0.357 -5.221 0.078 0.1 -0.1 0.2 -0.021
H -4.121 3.579 -4.328 0.1 0.0 -0.1 0.092
C 3.478 2.694 3.823 -0.3 0.0 0.2 -0.080
C 1.682 -3.240 1.534 0.1 -0.2 0.2 -0.023
C -2.001 0.048 -2.916 0.0 -0.1 0.0 0.027
C -1.617 -1.047 -3.687 -0.2 0.5 -0.2 -0.247
```
Positions in Å, forces in eV/Å.

# 3
C38H49As2FKN6O7S as an isolated structure at a distorted geometry. Source: the Open Molecules 2025 dataset; level of theory: wB97M-V/def2-TZVPD.

For the gap between HOMO and LUMO, the calculation gives 0.1169 hartree. The charge is -1. Its calculated total energy is -215030.3740 eV.

Structure (XYZ):
```
105
Properties=species:S:1:pos:R:3:forces:R:3:lowdin_charge:R:1
N -6.780 -4.702 3.811 0.0 0.0 0.0 0.055
C -4.312 -2.735 1.005 0.1 -0.1 -0.4 -0.183
H 3.736 -1.649 1.802 -0.1 0.0 -0.1 0.013
H -4.613 -3.992 -0.669 0.0 0.0 0.0 0.108
H 3.454 6.021 -2.208 0.0 -0.1 0.0 0.111
H 5.097 6.624 -0.418 0.0 0.0 0.0 0.095
C 1.926 3.735 -2.312 0.1 0.7 -0.2 -0.699
H -5.227 -5.916 3.057 -0.1 0.0 0.0 0.139
H -7.314 -5.458 4.235 0.0 0.0 0.0 0.179
H 2.745 -0.364 -3.673 0.2 -0.1 0.0 0.077
C -1.979 -2.071 -3.131 -0.2 0.0 0.2 0.030
C 0.484 1.065 5.561 0.0 0.0 0.0 -0.113
H 0.900 5.016 0.461 0.0 -0.1 0.0 0.018
H 2.414 2.296 -5.111 0.0 0.0 0.0 0.047
H 5.980 2.460 -4.502 -0.1 0.0 0.0 0.101
C -1.134 -1.167 -2.605 0.3 0.1 -0.1 -0.006
C 3.154 -1.122 2.557 0.0 0.1 0.2 -0.306
H -8.391 -4.090 2.578 0.0 0.0 0.1 0.134
H -0.526 3.747 3.786 0.0 0.0 0.0 0.084
H -2.095 -5.111 -3.413 0.0 0.0 0.0 0.082
C -2.708 -0.961 0.764 0.1 0.1 -0.1 0.073
H -2.123 -0.144 1.172 0.0 0.0 0.0 0.124
H -0.588 -1.914 1.764 0.0 0.0 0.0 -0.026
O -0.544 -0.008 -0.607 -1.2 -0.4 0.3 -0.123
H 3.804 -0.302 -5.948 0.0 0.0 0.0 0.111
H -3.787 -3.466 -4.186 -0.1 0.0 0.0 0.121
C -6.535 -3.177 1.904 0.1 -0.1 0.1 -0.146
C 4.066 3.592 0.661 0.2 0.0 0.0 -0.199
H 0.868 -2.912 1.844 0.1 0.1 0.0 0.013
H 1.375 -0.691 4.739 0.0 0.0 0.0 0.083
H 0.002 5.018 1.991 0.0 -0.1 0.0 0.006
As 1.521 -0.406 1.718 0.4 -0.5 0.2 1.205
H 5.505 4.970 1.427 0.0 -0.1 0.0 0.105
O 2.292 3.782 -3.502 0.0 0.0 0.0 -0.023
O 0.816 3.377 -1.850 -0.3 1.3 -0.4 -0.213
C -7.338 -4.342 2.465 -0.1 0.3 -0.4 -0.094
H 4.631 1.156 -5.424 0.0 -0.1 0.0 0.086
C -3.207 -2.396 -1.124 0.1 0.1 0.0 -0.127
C -4.601 -3.850 3.152 -0.1 -0.1 -0.1 -0.149
H 6.257 0.798 -2.314 0.1 0.0 0.0 0.086
H -3.689 -5.871 -3.529 0.0 0.0 0.0 0.072
C -4.107 -3.104 -0.315 -0.1 -0.1 0.2 0.059
H -6.898 -2.946 0.904 0.0 0.0 0.0 0.143
H 7.214 3.061 -2.426 0.0 0.0 0.0 0.073
H -4.713 -3.011 3.856 0.1 0.0 0.0 0.130
H -3.026 -5.416 -1.946 0.0 0.0 0.0 0.068
C 0.400 -2.000 2.222 0.0 0.0 -0.2 -0.307
C -0.058 2.313 5.291 0.0 0.0 0.0 -0.112
H -6.854 -3.881 4.416 -0.1 0.0 0.1 0.180
As 0.353 2.629 1.056 -0.5 0.4 0.6 1.173
C -3.743 -3.744 -3.134 0.1 -0.2 0.1 -0.206
C -0.121 2.759 3.977 -0.1 0.1 0.1 -0.120
C 4.788 4.780 0.640 0.0 0.1 0.0 -0.029
H -0.414 2.940 6.101 0.0 0.0 0.0 0.088
C 4.585 0.059 -3.003 0.4 -0.2 -0.1 -0.898
C -3.651 -1.616 1.500 -0.1 0.1 0.1 -0.202
K 1.305 1.174 -1.442 2.0 0.0 0.7 0.675
H -6.694 -2.284 2.534 0.0 0.0 0.0 0.141
C 0.857 0.707 3.195 0.0 0.2 0.0 -0.417
H 0.573 0.716 6.585 0.0 0.0 0.0 0.087
C 0.339 1.979 2.920 0.1 -0.1 0.1 -0.409
H 5.681 3.118 -1.531 0.0 0.0 0.0 0.066
F -3.942 -1.197 2.760 0.0 0.0 0.1 0.056
H 5.995 4.289 -2.814 0.0 0.0 0.0 0.073
H 0.285 -2.085 3.305 0.0 0.0 0.0 -0.002
C -1.282 -0.760 -1.222 0.0 -0.2 -0.2 -0.295
C 4.256 2.613 1.835 -0.2 -0.1 -0.1 -0.648
H -3.536 -4.063 3.065 0.0 0.0 0.0 0.156
H -1.943 3.771 1.586 0.0 0.0 0.0 0.005
H -1.967 3.001 -0.018 0.0 0.0 0.0 0.015
N -2.997 -2.705 -2.446 0.1 0.1 -0.1 -0.052
N -5.140 -3.564 1.833 -0.1 0.1 0.1 -0.100
C 4.561 5.681 -0.387 0.0 0.0 0.0 -0.083
N 3.624 0.103 -3.925 -0.5 0.3 -0.1 0.007
H -2.114 2.014 1.453 0.0 0.0 0.0 -0.010
C 3.716 0.580 -5.298 0.1 0.0 -0.1 -0.228
H 1.723 4.566 1.964 0.0 -0.1 0.0 0.028
H 2.578 1.668 -6.770 0.0 0.0 0.0 0.068
N 5.632 0.930 -3.093 -0.1 0.1 -0.1 -0.014
H -4.766 -3.760 -2.757 0.0 0.1 -0.1 0.106
C 6.141 3.252 -2.511 -0.1 -0.1 -0.1 -0.075
C -3.101 -5.123 -2.994 0.0 0.1 0.0 -0.068
C -5.323 -5.059 3.720 0.5 0.1 -0.1 -0.088
C 0.932 0.273 4.514 0.0 -0.1 0.1 -0.129
C 2.968 4.149 -1.277 0.0 0.0 0.0 -0.224
H 1.595 0.800 -5.577 -0.1 0.0 0.0 0.054
C 2.499 1.393 -5.715 0.1 0.0 0.1 -0.067
C 0.781 4.510 1.419 0.1 0.1 0.1 -0.286
O 1.135 -0.635 -2.860 -0.4 -1.0 -0.9 -0.168
C -1.634 2.892 1.016 0.1 0.0 -0.1 -0.292
H 2.939 -1.798 3.388 -0.1 0.0 0.0 0.006
S 4.579 -1.092 -1.773 -0.1 -0.1 0.2 0.530
C -2.443 -1.367 -0.541 -0.3 -0.2 0.3 -0.026
H -7.230 -5.214 1.823 0.0 -0.1 0.1 0.138
H 3.727 -0.264 2.907 0.0 0.0 -0.1 0.013
O -0.181 -0.584 -4.691 -0.1 -0.1 0.1 -0.002
C 0.053 -0.720 -3.481 -0.1 -0.4 -0.4 -0.635
H -1.867 -2.358 -4.169 0.0 0.0 0.0 0.142
O 3.287 1.845 2.031 -0.1 0.0 0.1 -0.105
N 3.170 3.286 -0.283 0.1 0.1 0.1 0.150
H 4.436 2.576 -3.630 0.0 0.0 0.0 0.097
O 5.318 2.710 2.474 0.1 0.1 0.0 -0.039
C 3.646 5.358 -1.374 0.0 0.1 0.0 -0.038
H -4.958 -5.310 4.715 -0.1 0.0 0.0 0.138
C 5.495 2.323 -3.528 0.1 0.1 0.1 -0.244
```
Positions in Å, forces in eV/Å.

# 4
C22H44ClNO39P2S9 as an isolated structure at a distorted geometry. Source: the Open Molecules 2025 dataset; level of theory: wB97M-V/def2-TZVPD.

For the gap between HOMO and LUMO, the calculation gives 0.3008 hartree. Its calculated total energy is -233460.6005 eV.

Structure (XYZ):
```
118
Properties=species:S:1:pos:R:3:forces:R:3:lowdin_charge:R:1
O 8.440 3.861 -0.942 0.1 -0.8 -0.7 -0.188
C -3.351 -5.451 -0.883 -2.3 3.0 2.1 -0.218
C -0.001 3.755 7.012 0.2 0.6 -0.3 -0.170
H -1.068 4.945 5.515 0.1 -0.3 -0.1 0.138
N -4.749 -7.964 -5.083 1.3 0.9 2.1 -0.356
C 2.627 5.491 -0.688 -0.1 0.6 -0.8 -0.185
C 3.374 0.821 -1.742 0.0 -0.8 0.2 -0.163
O -4.032 -4.405 -0.411 4.5 -7.3 -3.1 0.006
O 8.302 1.726 -2.231 -0.8 0.7 1.8 -0.204
C 10.083 2.815 0.366 0.5 0.3 -0.2 -0.177
O -5.550 5.348 1.486 0.3 -1.9 -0.4 -0.235
O -3.885 -4.095 4.695 0.7 -0.3 -0.1 -0.196
S 1.644 -3.248 -4.507 -0.1 0.5 -0.2 0.725
O 0.301 -5.911 -4.519 -4.7 -9.5 3.2 -0.447
C -5.811 0.710 -1.362 0.1 0.7 -0.2 -0.176
C -4.705 -3.242 3.899 -0.3 0.6 -0.1 -0.170
O 1.407 5.288 2.572 -0.6 -0.8 -1.6 -0.233
O 0.711 6.297 0.399 -0.2 -1.3 0.4 -0.191
O 4.861 4.018 -1.791 0.4 -1.4 -0.8 -0.230
S 8.013 2.287 -0.931 0.9 0.5 1.1 0.737
S 1.095 4.932 1.205 0.6 0.4 0.1 0.688
H -3.763 -3.611 1.974 -0.1 0.1 0.0 0.117
C 3.176 -2.689 -6.400 -0.2 0.3 -0.7 -0.170
O -4.107 3.536 2.410 -1.0 0.8 -0.8 -0.183
O 0.511 1.024 5.175 -1.6 4.6 4.6 -0.268
H -2.108 -5.417 -3.386 0.4 -1.9 1.2 0.088
O -5.299 -2.021 -3.200 -1.5 0.4 0.7 -0.251
H -1.713 3.967 0.179 -0.8 0.1 0.0 0.106
S -4.997 4.056 1.147 0.4 0.5 0.3 0.694
C 2.410 -1.424 -6.021 0.6 0.3 0.1 -0.177
H -3.263 -8.348 -2.472 -0.1 2.6 -0.6 0.155
H 2.996 -0.796 -5.342 0.0 0.0 -0.1 0.127
S -2.335 -3.602 4.576 -0.5 0.2 0.0 0.695
O -7.537 -2.247 -2.019 1.7 0.7 -0.6 -0.238
O 0.018 2.346 7.237 -0.7 -0.3 -0.5 -0.185
O -1.524 -4.734 4.192 -0.8 1.3 0.7 -0.231
H 10.894 2.723 -0.363 0.0 0.1 0.1 0.132
H -3.461 -5.818 -5.048 -0.5 -0.1 1.2 0.005
P -0.434 -7.191 -3.533 -0.5 -1.1 -1.9 0.650
H 2.741 -0.460 1.865 -0.3 -0.1 0.0 0.127
H -6.878 1.901 -2.859 0.0 -0.3 -0.1 0.138
O -5.792 -0.698 -1.138 -0.7 -0.7 -0.8 -0.195
C -6.974 0.955 -2.321 -0.2 0.3 0.7 -0.169
C 9.306 4.114 0.162 0.0 -0.1 0.7 -0.174
O -1.105 -2.092 2.597 9.6 6.1 -5.2 -0.235
C -2.764 3.313 1.986 0.8 -0.5 -0.6 -0.167
H 8.684 4.342 1.034 0.1 0.0 0.0 0.132
H 0.952 4.040 6.556 -0.1 0.0 0.0 0.132
H -5.936 1.246 -0.417 0.0 -0.4 -0.3 0.095
C -3.823 -2.819 2.728 -0.9 -0.7 -0.1 -0.132
C 1.784 -0.100 2.252 0.1 0.5 0.3 -0.172
O 2.494 4.615 0.430 -1.0 0.3 1.0 -0.191
H -5.607 -3.766 3.574 0.3 -0.2 0.2 0.136
H 1.908 -1.487 3.923 0.0 0.1 -0.1 0.143
H 1.715 0.982 2.100 0.1 0.0 0.1 0.127
H 2.447 7.383 0.370 0.0 0.0 -0.1 0.135
C -1.720 -5.608 -1.220 -2.0 1.1 -0.6 -0.066
H 2.092 0.226 4.393 -0.2 -0.3 -0.3 0.128
O 0.135 3.910 0.857 1.5 1.1 0.9 -0.248
H 2.345 0.623 -1.436 0.1 0.3 -0.2 0.138
H -1.074 -6.218 -0.425 -1.7 1.5 -1.7 0.134
S -6.397 -1.465 -2.443 -0.1 -0.3 0.2 0.669
H 3.852 1.563 0.246 0.0 0.0 0.0 0.131
Cl 0.997 -7.889 -2.111 -0.7 1.4 -0.5 0.125
C -1.164 3.999 6.054 -0.3 0.3 0.7 -0.170
H 2.176 5.003 -1.558 0.1 0.1 0.1 0.137
H -7.932 0.933 -1.791 0.1 0.1 0.0 0.135
O -2.520 -2.632 3.279 -9.4 -4.5 5.9 -0.345
H -5.448 -5.899 -3.817 1.0 0.2 0.0 0.015
O 1.260 -1.883 -5.313 0.3 -0.6 0.0 -0.196
C 1.860 6.755 -0.309 0.8 0.2 0.0 -0.162
O -2.037 -2.771 5.721 0.1 -1.1 -1.4 -0.230
O 0.166 -0.404 3.931 -1.3 -3.0 -4.2 -0.265
H 9.962 4.962 -0.048 -0.2 -0.2 -0.2 0.136
S 4.966 2.662 -2.277 -0.7 -1.0 -0.7 0.708
O -1.138 2.899 5.147 0.8 -0.7 0.2 -0.202
P -4.291 -6.670 -4.196 -1.4 -2.9 -1.2 0.754
O 5.439 1.704 -1.045 -13.8 -4.2 -8.4 -0.357
O -5.803 2.956 0.668 0.6 1.6 0.5 -0.254
O -1.727 0.798 6.355 1.9 0.8 -0.7 -0.202
O 6.720 2.175 -0.294 15.6 4.7 6.4 -0.248
S -0.607 -0.738 2.535 1.2 -0.9 0.2 0.752
H 3.682 5.693 -0.891 -0.3 -0.2 0.2 0.119
H -4.858 0.996 -1.819 -0.1 0.0 0.0 0.137
H -2.122 3.978 6.583 0.1 0.1 0.0 0.136
C 1.576 -0.464 3.720 0.9 -0.7 -0.5 -0.164
C -2.538 4.278 0.825 0.5 0.2 0.4 -0.189
H -0.126 4.290 7.957 0.0 -0.3 -0.1 0.137
O 0.684 -4.269 -4.855 3.6 10.1 -0.9 -0.311
H 4.231 -2.487 -6.603 -0.2 -0.2 0.3 0.138
C 4.317 0.974 -0.551 -1.3 -0.3 -0.2 -0.132
O 1.956 -2.892 -3.140 -0.5 -0.8 -1.5 -0.233
H -2.679 2.273 1.656 0.1 0.2 0.1 0.112
O -6.948 -0.145 -3.227 0.7 -0.9 0.2 -0.198
O -3.977 -6.755 -1.279 1.5 3.1 -1.2 -0.105
O -3.767 4.287 0.102 -1.3 -0.6 0.5 -0.189
O 5.732 2.301 -3.448 -0.9 1.0 1.5 -0.217
H -1.435 -4.457 -1.351 0.0 -2.8 0.4 0.146
H 4.636 0.008 -0.151 0.2 0.2 -0.2 0.144
H -4.395 -8.792 -4.548 -0.5 0.7 -0.8 -0.053
O 0.699 -0.712 1.558 0.0 0.2 0.1 -0.196
H -4.987 -2.379 4.512 0.0 0.0 -0.1 0.131
H -2.069 3.490 2.811 -0.3 0.0 -0.1 0.123
O -1.442 0.395 2.200 0.5 -1.4 0.5 -0.226
H -4.174 -1.896 2.258 0.3 0.0 0.2 0.145
S -0.587 1.580 5.931 -0.2 -0.4 0.2 0.733
H 2.726 -3.177 -7.271 0.1 0.1 0.0 0.133
H 10.491 2.733 1.377 -0.2 -0.1 -0.2 0.135
H -2.352 5.295 1.188 0.1 -0.1 0.0 0.135
H 2.116 -0.838 -6.895 -0.2 -0.2 0.2 0.138
C -1.922 -6.351 -2.682 0.2 2.7 1.4 -0.500
H -0.472 -5.612 -5.101 1.4 -1.0 1.2 0.086
O 9.145 1.768 0.121 0.0 0.1 -0.3 -0.195
O 3.043 -3.565 -5.282 -0.7 0.4 0.8 -0.183
C -3.358 -7.165 -2.570 1.5 -0.2 0.9 -0.380
H 1.566 7.342 -1.183 -0.2 -0.2 0.2 0.141
O 3.460 2.057 -2.447 0.2 0.9 0.1 -0.197
H 3.714 0.025 -2.414 0.0 0.0 0.2 0.130
```
Positions in Å, forces in eV/Å.